# C43H49InN4O2S

A molecular structure, C43H49InN4O2S in a non-equilibrium geometry (ωB97M-V/def2-TZVPD, the OMol25 dataset).

Results
**E_tot**: -2625.64619 Eh
**Kohn-Sham gap (spin up / spin down)**: 5.8 / 5.8 eV
**LUMO level (spin up / spin down)**: -1.0350 / -1.0352 eV

Structure (XYZ):
```
100
Properties=species:S:1:pos:R:3:lowdin_charge:R:1
In -9.944 15.954 12.542 0.75
C -10.007 21.120 16.207 -0.08
C -9.208 21.014 14.883 -0.19
C -8.814 19.611 14.551 -0.13
C -7.654 18.954 14.830 -0.11
C -6.431 19.543 15.468 -0.19
C -5.568 20.159 14.381 -0.09
C -7.768 17.580 14.263 -0.19
C -6.782 16.656 14.361 0.06
C -6.717 15.303 13.836 -0.24
C -5.875 14.824 12.643 -0.05
C -4.422 14.955 12.321 -0.19
C -3.586 15.623 13.416 -0.10
C -6.922 14.109 12.100 -0.10
C -7.801 14.540 13.218 -0.28
C -8.634 14.390 14.455 -0.16
C -9.905 13.617 14.416 -0.17
N -10.723 14.337 13.649 0.00
C -12.013 13.913 13.841 -0.23
C -13.127 14.765 13.518 0.07
C -13.089 16.108 13.265 -0.24
N -11.879 16.771 13.054 0.03
C -12.101 18.064 13.346 -0.19
C -11.052 18.968 13.650 0.03
C -9.721 18.662 13.906 -0.21
N -9.069 17.467 13.731 0.01
C -13.549 18.298 13.524 -0.11
C -14.153 17.077 13.489 -0.12
C -15.551 16.704 13.912 -0.18
C -15.563 16.789 15.429 -0.09
C -14.159 19.636 13.879 -0.18
C -14.019 20.738 12.796 -0.08
C -11.999 12.878 14.778 -0.15
C -10.647 12.671 15.143 -0.11
C -10.125 11.626 16.080 -0.19
C -8.701 11.833 16.614 -0.08
C -13.164 12.186 15.406 -0.21
C -13.557 12.848 16.721 -0.09
N -7.249 14.019 14.501 0.22
C -7.174 13.068 11.086 -0.18
C -6.348 13.243 9.812 -0.08
H -10.422 22.135 16.299 0.08
H -9.352 20.875 17.042 0.07
H -10.817 20.366 16.229 0.08
H -8.310 21.615 14.951 0.10
H -9.852 21.371 14.079 0.10
H -5.830 18.796 15.977 0.10
H -6.729 20.279 16.209 0.11
H -5.351 19.341 13.650 0.08
H -4.587 20.514 14.697 0.07
H -6.073 20.982 13.845 0.08
H -5.852 17.014 14.821 0.11
H -4.313 15.609 11.449 0.12
H -3.997 13.994 12.056 0.11
H -3.933 16.662 13.551 0.06
H -2.574 15.644 13.091 0.06
H -3.703 15.168 14.418 0.09
H -8.886 15.329 14.940 0.13
H -14.135 14.351 13.698 0.12
H -11.326 20.020 13.843 0.10
H -15.710 15.691 13.565 0.10
H -16.317 17.339 13.506 0.11
H -14.699 16.271 15.841 0.07
H -16.495 16.364 15.819 0.08
H -15.561 17.805 15.844 0.08
H -13.763 20.009 14.795 0.10
H -15.226 19.445 14.061 0.10
H -13.000 21.049 12.676 0.05
H -14.569 21.609 13.092 0.06
H -14.422 20.457 11.795 0.09
H -10.172 10.651 15.614 0.11
H -10.832 11.527 16.897 0.10
H -7.961 11.919 15.836 0.06
H -8.443 11.049 17.300 0.06
H -8.668 12.710 17.219 0.07
H -12.989 11.092 15.559 0.12
H -14.017 12.259 14.730 0.10
H -12.754 12.836 17.448 0.06
H -14.419 12.318 17.183 0.08
H -13.787 13.897 16.456 0.07
H -8.237 13.043 10.848 0.09
H -6.949 12.123 11.592 0.13
H -6.633 14.128 9.227 0.07
H -6.318 12.348 9.204 0.07
H -5.309 13.451 10.105 0.06
O -13.409 10.402 9.751 0.10
C -12.591 10.862 8.754 -0.46
O -12.466 10.236 7.738 0.12
C -11.861 12.147 9.019 -0.14
C -10.663 12.409 8.383 0.01
C -9.958 13.576 8.702 -0.10
C -10.449 14.463 9.642 -0.64
S -9.477 15.868 10.146 0.67
C -11.719 14.233 10.180 -0.11
C -12.373 13.056 9.958 -0.02
H -13.218 10.887 10.555 0.09
H -10.289 11.737 7.632 0.12
H -8.953 13.689 8.342 0.09
H -12.114 14.976 10.879 0.08
H -13.317 12.887 10.414 0.11
```